No. 1
C31H26NO6S2 | ωB97M-V/def2-TZVPD

Positions of all 66 atoms, in Å:
C -3.6650 -0.4857 -3.1374
C -2.4544 0.3555 -2.8916
O -1.5158 -0.5019 -2.1589
C -0.4385 0.2093 -1.8136
O -0.3572 1.3994 -2.0934
C 0.6726 -0.5606 -1.1167
C 1.8474 -0.3757 -2.0329
C 2.4251 0.8871 -2.2049
C 3.6594 0.9988 -2.8301
C 4.3327 -0.1548 -3.2548
C 5.6817 -0.0432 -3.7381
N 6.7795 0.0569 -4.1335
C 3.6888 -1.3961 -3.2062
C 2.4224 -1.5006 -2.6394
C 0.8781 -0.0793 0.2893
C -0.4418 -0.1649 1.0536
S -0.9399 -1.7127 1.7086
O -0.4022 -2.7519 0.8531
O -0.7081 -1.7514 3.1389
C -2.7287 -1.7893 1.5500
C -3.5359 -1.5988 2.6713
C -4.9207 -1.6204 2.5224
C -5.4869 -1.8541 1.2663
C -4.6665 -2.0702 0.1543
C -3.2797 -2.0569 0.3016
S -1.5636 1.1313 1.2140
O -2.2387 0.9734 2.4831
O -2.3600 1.2800 0.0159
C -0.6533 2.6699 1.3898
C -0.6138 3.2941 2.6425
C 0.0488 4.5138 2.7925
C 0.6819 5.1160 1.6991
C 0.6357 4.4956 0.4451
C -0.0485 3.2891 0.2966
C 2.0088 -0.8221 1.0830
C 1.9025 -0.9325 2.4717
C 2.7316 -1.7908 3.1997
C 3.7780 -2.4680 2.5641
C 3.9838 -2.2568 1.1991
C 3.1578 -1.3626 0.4966
H -4.4100 0.1626 -3.5976
H -3.4335 -1.2903 -3.8446
H -4.0589 -0.9133 -2.2064
H -1.9523 0.6930 -3.8096
H -2.6988 1.2163 -2.2677
H 0.3816 -1.6172 -1.0829
H 1.9017 1.7802 -1.8547
H 4.0966 1.9844 -2.9778
H 4.1903 -2.2846 -3.5973
H 1.9063 -2.4655 -2.5632
H 1.1209 0.9988 0.2545
H -3.0750 -1.4351 3.6414
H -5.5455 -1.4655 3.4026
H -6.5720 -1.8706 1.1499
H -5.0893 -2.2768 -0.8281
H -2.6119 -2.2506 -0.5373
H -1.1156 2.8272 3.4835
H 0.0586 4.9964 3.7734
H 1.2044 6.0687 1.8143
H 1.1130 4.9440 -0.4289
H -0.1181 2.8401 -0.6886
H 1.1634 -0.3295 2.9843
H 2.5582 -1.9015 4.2687
H 4.4400 -3.1417 3.1149
H 4.8029 -2.7420 0.6626
H 3.4461 -1.0962 -0.5158

Forces on atoms 1 to 2 (eV/Å):
-0.1814 -0.2510 -0.4271
0.1128 -0.4428 0.4602

DFT total energy = -68014.6107 eV
relative energy (zero: lowest compared OMol25 entry of this formula, charge and spin) = 0.0 kJ/mol
LUMO = 2.430 eV
HOMO energy = -0.1618 Ha
total charge = -1

No. 2
C31H27AsCdClNOSTe4 | ωB97M-V/def2-TZVPD

Positions of all 68 atoms, in Å:
Cd 2.0705 -1.0788 -0.1376
O 0.3947 -2.8436 1.3099
C -0.6004 -3.5206 0.5890
C -0.3371 -3.6048 -0.9024
C -1.1322 -4.3998 -1.6968
C -0.8683 -4.4872 -3.0689
C 0.2012 -3.7513 -3.5639
C 0.9068 -2.9326 -2.7140
N 0.6695 -2.8522 -1.3802
H 1.1345 -3.4509 1.4751
H -1.5330 -2.9573 0.7479
H -0.7419 -4.5347 0.9881
H -1.9489 -4.9469 -1.2440
H -1.4828 -5.0966 -3.7156
H 0.4778 -3.7964 -4.6069
H 1.6781 -2.2872 -3.1070
Te 3.9053 -1.6960 -1.6948
Te 6.1404 -2.7485 -2.8474
Te 5.9304 -4.7128 0.4806
Te 3.8430 -3.0179 0.5970
S 2.0343 0.0954 -2.3310
C 0.7934 1.2589 -2.5777
C 0.9884 2.2368 -3.5654
C 0.0342 3.2023 -3.7908
C -1.1438 3.2069 -3.0520
C -1.3349 2.2508 -2.0699
C -0.3858 1.2787 -1.7990
As -0.7284 0.0082 -0.3464
C -2.6052 -0.2782 -0.7607
C -3.6290 0.3443 -0.0600
C -4.9532 0.1632 -0.4173
C -5.2754 -0.6506 -1.4906
C -4.2653 -1.2909 -2.1913
C -2.9439 -1.1065 -1.8246
C -0.9955 1.2654 1.1337
C -0.7065 2.6214 1.0804
C -0.7645 3.4075 2.2191
C -1.1025 2.8441 3.4375
C -1.4112 1.4939 3.5032
C -1.3571 0.7178 2.3620
H 1.9138 2.2302 -4.1348
H 0.2083 3.9608 -4.5466
H -1.9041 3.9588 -3.2275
H -2.2492 2.2698 -1.4821
H -3.3948 0.9869 0.7807
H -5.7339 0.6635 0.1447
H -6.3111 -0.7805 -1.7779
H -4.5128 -1.9362 -3.0252
H -2.1567 -1.6140 -2.3771
H -0.4070 3.0739 0.1406
H -0.5210 4.4608 2.1458
H -1.1143 3.4430 4.3392
H -1.6764 1.0442 4.4529
H -1.5791 -0.3448 2.4252
Cl 3.3334 2.4929 0.3507
C 3.2411 2.2101 2.0720
C 3.7817 3.1410 2.9295
C 3.7312 2.9196 4.2981
C 3.1949 1.7295 4.7711
C 2.6396 0.8153 3.9062
C 2.5898 1.0446 2.5190
C 1.8379 0.2066 1.6198
H 4.2304 4.0436 2.5361
H 4.0953 3.6762 4.9795
H 3.1958 1.5264 5.8347
H 2.2080 -0.1000 4.2923
H 1.0670 -0.3607 2.1586
H 1.3365 0.8852 0.9073

Forces on atoms 1 to 2 (eV/Å):
-2.6033 1.1351 2.0718
-0.1124 -0.1103 0.2909

DFT total energy = -154055.2087 eV
relative energy (zero: lowest compared OMol25 entry of this formula, charge and spin) = 438.3 kJ/mol
LUMO = 3.788 eV
HOMO energy = -0.0046 Ha
total charge = -2

No. 3
C31H27BCrN7O6S2SeTe | ωB97M-V/def2-TZVPD

Positions of all 77 atoms, in Å:
Cr -0.2160 1.2136 -1.2348
C 2.6408 -4.1130 4.6545
C 1.8396 -2.8672 4.3818
C 1.6282 -1.9151 5.3758
C 0.9132 -0.7598 5.1080
C 0.3947 -0.5416 3.8376
C 0.5837 -1.4813 2.8405
C 1.3055 -2.6357 3.1203
S -0.5020 0.9835 3.6078
O -1.6443 0.8705 4.5081
O 0.4366 2.0250 3.9706
N -0.8009 0.9893 2.0706
C -1.9378 1.3681 1.4595
C -3.1913 1.5259 2.1213
C -4.2914 1.9632 1.4441
C -4.1885 2.2778 0.0873
C -2.9701 2.0830 -0.5051
N -1.8679 1.6219 0.1184
H 2.7681 -4.2726 5.7263
H 3.6355 -4.0470 4.2068
H 2.1545 -4.9946 4.2333
H 2.0307 -2.0810 6.3699
H 0.7543 -0.0148 5.8771
H 0.1667 -1.2934 1.8586
H 1.4627 -3.3756 2.3440
H -3.2367 1.2874 3.1691
H -5.2354 2.0661 1.9691
H -5.0206 2.6417 -0.4981
H -2.8516 2.2995 -1.5552
B 1.0780 4.2157 0.3780
N 0.0426 4.2308 -0.8047
C -0.5151 5.3831 -1.1790
C -1.2505 5.1821 -2.3329
C -1.0928 3.8274 -2.5975
N -0.3111 3.2598 -1.6721
N 1.6277 2.8009 0.6963
C 2.6333 2.5902 1.5494
C 2.9488 1.2449 1.5504
C 2.0547 0.6892 0.6437
N 1.2564 1.6346 0.1526
H 2.0221 4.9014 0.0364
H 0.5246 4.6838 1.3468
H -0.3256 6.2742 -0.6037
H -1.8246 5.9012 -2.8901
H -1.4994 3.2336 -3.3974
H 3.0519 3.4174 2.0970
H 3.7009 0.7413 2.1319
H 1.9319 -0.3268 0.3161
Te -1.8206 0.3317 -3.3212
C -1.1581 1.3559 -5.0463
C -1.9696 1.7149 -6.0939
C -1.2751 2.3404 -7.1656
C 0.0597 2.4555 -6.9157
S 0.4656 1.7939 -5.3897
H -3.0365 1.5372 -6.0851
H -1.7502 2.6964 -8.0707
H 0.8177 2.8960 -7.5443
Se 3.9747 0.6375 -3.7678
C 2.3772 0.8215 -2.9775
N 1.3263 0.9451 -2.4986
O -2.2900 -1.2425 -0.7200
C -1.0987 -1.5162 -0.7282
O -0.1115 -0.6860 -0.7418
C -0.6610 -2.9641 -0.7597
C -1.5435 -3.9301 -1.2176
C -1.1886 -5.2811 -1.2628
C 0.0686 -5.6024 -0.8154
O 0.6587 -6.8483 -0.7463
C 1.9541 -6.6313 -0.1931
O 2.1388 -5.2384 0.0067
C 0.9502 -4.6416 -0.3665
C 0.6266 -3.3110 -0.3392
H -2.5251 -3.6062 -1.5359
H -1.8672 -6.0391 -1.6297
H 2.7102 -6.9999 -0.8914
H 2.0259 -7.1500 0.7687
H 1.3272 -2.5465 -0.0398

Forces on atoms 1 to 2 (eV/Å):
-0.0275 0.1644 0.2828
0.0139 -0.0084 0.0067

DFT total energy = -178714.2749 eV
relative energy (zero: lowest compared OMol25 entry of this formula, charge and spin) = 38.6 kJ/mol
spin multiplicity = 4
LUMO (spin up / spin down) = 3.877 / 3.877 eV
HOMO energy (spin up / spin down) = -0.0770 / -0.0789 Ha
total charge = -2

No. 4
C31H27F3O2S2TeV | ωB97M-V/def2-TZVPD

Positions of all 67 atoms, in Å:
V 0.2998 1.9552 -0.0500
O -0.2765 -0.3972 -0.5580
S -1.0590 -1.4283 0.1856
C -0.0449 -1.9638 1.6227
C 1.3822 -2.4678 1.4242
C 2.3667 -1.4129 0.8948
C 2.5198 -1.4411 -0.6163
S 2.9883 0.2086 -1.2745
O 2.2527 1.2122 -0.4385
C 4.6571 0.2376 -0.6085
C 5.5992 -0.6192 -1.1618
C 6.8894 -0.6185 -0.6592
C 7.2299 0.2456 0.3747
C 6.2858 1.1202 0.8926
C 4.9885 1.1233 0.3992
C -0.9351 -2.9339 -0.8109
C -0.5536 -2.8270 -2.1375
C -0.5085 -3.9645 -2.9304
C -0.8651 -5.1950 -2.3969
C -1.2890 -5.2876 -1.0779
C -1.3310 -4.1549 -0.2811
H -0.6532 -2.7249 2.1175
H -0.0480 -1.0768 2.2580
H 1.3912 -3.3607 0.7924
H 1.7169 -2.7732 2.4179
H 3.3469 -1.5579 1.3518
H 2.0130 -0.4267 1.2052
H 1.5807 -1.6516 -1.1127
H 3.2705 -2.1546 -0.9569
H 5.3271 -1.2759 -1.9808
H 7.6281 -1.2936 -1.0706
H 8.2364 0.2435 0.7719
H 6.5531 1.8039 1.6875
H 4.2359 1.8017 0.7871
H -0.3198 -1.8502 -2.5444
H -0.2091 -3.8889 -3.9672
H -0.8320 -6.0801 -3.0184
H -1.5963 -6.2431 -0.6739
H -1.6856 -4.2192 0.7408
F -7.9839 3.3203 -4.4294
C -7.8665 3.5134 -3.1033
F -8.3336 4.7511 -2.8416
F -8.7302 2.6521 -2.5085
C -6.4723 3.3126 -2.6070
C -6.1600 3.7264 -1.3162
C -4.9040 3.4847 -0.7979
C -3.9364 2.8149 -1.5598
C -4.2652 2.4142 -2.8606
C -5.5224 2.6607 -3.3802
C -2.6428 2.5553 -1.0252
C -1.5316 2.3571 -0.5548
H -6.9101 4.2400 -0.7285
H -4.6555 3.8122 0.2021
H -3.5209 1.9114 -3.4627
H -5.7707 2.3511 -4.3864
Te 1.1358 3.8216 1.4968
C 0.9005 2.2410 2.9180
C 1.9923 1.6041 3.5055
C 1.8095 0.5836 4.4308
C 0.5294 0.1964 4.8026
C -0.5677 0.8328 4.2351
C -0.3854 1.8394 3.2959
H 2.9969 1.9165 3.2467
H 2.6721 0.1084 4.8830
H 0.3870 -0.5882 5.5358
H -1.5714 0.5591 4.5400
H -1.2456 2.3451 2.8725

Forces on atoms 1 to 2 (eV/Å):
1.4010 -1.9960 0.1863
0.5036 0.6762 -0.2167

DFT total energy = -99481.0835 eV
relative energy (zero: lowest compared OMol25 entry of this formula, charge and spin) = 121.5 kJ/mol
spin multiplicity = 4
LUMO (spin up / spin down) = 0.108 / 0.104 eV
HOMO energy (spin up / spin down) = -0.2371 / -0.2556 Ha
total charge = 0

Among the records above, which one has the highest DFT total energy?
C31H26NO6S2

total charge of number 2 (C31H27AsCdClNOSTe4)?
-2

The highest DFT total energy belongs to which entry?
C31H26NO6S2